# C10H9Br2N3O2

A cluster of 2 separate species, C10H9Br2N3O2 in total in a non-equilibrium geometry (ωB97M-V with the def2-TZVPD basis set, the OMol25 dataset).

XYZ file:
```
26
Properties=species:S:1:pos:R:3:nbo_charge:R:1
C -4.442 -1.311 -3.171 -0.17
C -3.528 -1.601 -2.464 -0.03
C -2.383 -1.825 -1.551 -0.37
C -1.178 -1.368 -2.268 0.29
N -0.127 -1.256 -2.710 -0.27
C -2.661 -1.033 -0.221 -0.36
C -2.711 -1.944 0.950 0.28
N -2.424 -2.746 1.718 -0.28
C -1.795 0.187 -0.010 -0.11
Br -2.680 1.860 -0.382 0.06
C -0.533 0.239 0.383 -0.03
C 0.238 1.521 0.540 -0.68
Br 0.425 -1.377 0.742 0.10
H -5.256 -0.814 -3.638 0.24
H -2.347 -2.892 -1.335 0.29
H -3.682 -0.663 -0.313 0.29
H -0.177 2.060 1.391 0.24
H 1.291 1.315 0.679 0.25
H 0.148 2.107 -0.373 0.24
C 5.373 1.288 2.001 -0.48
N 4.065 1.434 1.307 0.54
O 3.536 0.427 0.885 -0.37
O 3.619 2.557 1.213 -0.38
H 5.644 0.238 2.009 0.23
H 6.101 1.875 1.450 0.24
H 5.250 1.668 3.011 0.24
```

F_max = 0.031 hartree/bohr
HOMO = -9.37 eV
charge = 0
SMILES string = C#C[C@@H](C#N)[C@@H](C#N)/C(Br)=C(/C)Br.C[N+](=O)[O-]
electronic energy = -5849.0027 Eh
ΔE to the lowest compared entry with this formula, charge and spin = 0.00 kJ/mol



# C26H54O7

A cluster of 5 separate species, C26H54O7 in total (ωB97M-V with the def2-TZVPD basis set, the OMol25 dataset).

XYZ file:
```
87
Properties=species:S:1:pos:R:3:lowdin_charge:R:1
C -0.872 0.077 1.541 0.14
C -0.959 0.480 2.661 -0.14
C -0.793 0.722 4.078 -0.15
C -0.851 -0.544 4.922 -0.22
C -1.826 -1.622 4.456 -0.08
O -1.038 -2.758 4.042 0.05
C 0.261 -2.622 4.330 -0.45
O 1.069 -3.441 4.008 0.14
C 0.449 -1.357 5.100 -0.18
C 1.803 -0.661 5.021 -0.12
C 2.297 -0.340 3.594 -0.17
C 3.618 -1.032 3.253 -0.19
C 3.514 -2.377 2.542 -0.21
C 2.656 -2.437 1.287 -0.17
C 2.456 -3.891 0.890 -0.22
O 1.225 -4.035 0.175 -0.20
C 0.442 -5.107 0.647 -0.11
H -0.737 -0.229 0.539 0.04
H 0.128 1.263 4.231 0.11
H -1.599 1.373 4.398 0.12
H -1.085 -0.248 5.933 0.14
H -2.410 -1.952 5.303 0.13
H -2.408 -1.382 3.583 0.12
H 0.385 -1.663 6.144 0.16
H 2.525 -1.287 5.527 0.11
H 1.708 0.255 5.589 0.11
H 1.509 -0.543 2.888 0.08
H 2.470 0.729 3.540 0.11
H 4.118 -1.218 4.197 0.10
H 4.272 -0.368 2.705 0.10
H 3.203 -3.156 3.222 0.09
H 4.520 -2.648 2.230 0.11
H 1.660 -2.047 1.423 0.09
H 3.152 -1.913 0.481 0.12
H 2.389 -4.495 1.788 0.11
H 3.255 -4.249 0.250 0.12
H 0.944 -6.060 0.488 0.09
H -0.466 -5.125 0.063 0.08
H 0.206 -4.987 1.699 0.08
C -0.641 -6.981 -3.278 -0.07
C -0.991 -5.625 -3.873 -0.50
C 0.070 -5.175 -4.867 -0.06
O -1.160 -4.674 -2.819 -0.06
H 0.304 -6.923 -2.731 0.08
H -1.409 -7.300 -2.572 0.08
H -0.545 -7.742 -4.053 0.08
H -1.957 -5.687 -4.375 0.14
H 1.038 -5.070 -4.368 0.08
H -0.177 -4.208 -5.299 0.06
H 0.178 -5.898 -5.678 0.08
H -0.315 -4.601 -2.359 0.07
C -2.110 3.566 -0.940 -0.06
C -2.399 4.299 0.359 -0.50
C -1.117 4.788 1.014 -0.06
O -3.116 3.454 1.254 -0.05
H -1.489 2.686 -0.750 0.07
H -3.036 3.221 -1.400 0.08
H -1.588 4.210 -1.649 0.08
H -3.055 5.148 0.160 0.13
H -0.466 3.945 1.262 0.08
H -1.340 5.312 1.944 0.07
H -0.568 5.465 0.356 0.08
H -2.557 2.692 1.444 0.06
C -2.917 8.182 1.729 -0.06
C -1.779 8.924 1.045 -0.50
C -0.830 9.545 2.060 -0.06
O -2.294 9.929 0.173 -0.05
H -3.514 8.867 2.337 0.08
H -3.586 7.743 0.989 0.08
H -2.541 7.387 2.374 0.07
H -1.227 8.233 0.407 0.13
H -1.359 10.274 2.679 0.08
H -0.020 10.070 1.553 0.08
H -0.397 8.787 2.714 0.08
H -2.789 10.557 0.709 0.08
C 0.966 -1.765 -9.112 -0.06
C 0.477 -1.712 -7.673 -0.50
C 0.755 -0.360 -7.038 -0.06
O 1.085 -2.748 -6.903 -0.06
H 2.047 -1.609 -9.152 0.08
H 0.759 -2.741 -9.550 0.08
H 0.486 -1.000 -9.723 0.08
H -0.595 -1.913 -7.645 0.14
H 1.831 -0.163 -7.017 0.08
H 0.398 -0.344 -6.010 0.08
H 0.268 0.446 -7.589 0.08
H 2.036 -2.598 -6.908 0.09
```

F_max = 0.019 hartree/bohr
HOMO = -9.27 eV
charge = 0
SMILES string = C#CC[C@H]1COC(=O)[C@H]1CCCCCCOC.CC(C)O.CC(C)O.CC(C)O.CC(C)O
electronic energy = -1549.6379 Eh
ΔE to the lowest compared entry with this formula, charge and spin = 35.09 kJ/mol



# C12H15NO3

The molecule C12H15NO3 (ωB97M-V with the def2-TZVPD basis set, the OMol25 dataset).

XYZ file:
```
31
Properties=species:S:1:pos:R:3:nbo_charge:R:1
C -3.165 2.002 -1.208 -0.63
C -2.070 1.815 -0.200 0.02
C -2.030 2.565 0.960 -0.26
C -1.017 2.383 1.898 0.03
C -0.996 3.209 3.148 -0.63
C -0.042 1.435 1.655 -0.27
C -0.068 0.669 0.490 0.32
O 0.956 -0.230 0.356 -0.49
C 0.969 -1.075 -0.763 -0.08
C 2.148 -2.041 -0.603 0.07
C 2.598 -2.685 -1.934 -0.23
N 2.508 -4.081 -1.612 -0.65
C 1.974 -4.312 -0.380 0.88
O 1.721 -5.375 0.103 -0.60
O 1.782 -3.125 0.237 -0.48
C -1.081 0.863 -0.436 -0.30
H -3.799 1.116 -1.243 0.22
H -3.785 2.858 -0.954 0.22
H -2.750 2.154 -2.203 0.22
H -2.795 3.305 1.146 0.20
H -1.915 3.061 3.714 0.22
H -0.926 4.268 2.901 0.22
H -0.152 2.941 3.778 0.22
H 0.758 1.263 2.358 0.22
H 0.037 -1.653 -0.833 0.19
H 1.104 -0.488 -1.685 0.18
H 2.962 -1.498 -0.108 0.20
H 1.927 -2.415 -2.759 0.19
H 3.620 -2.399 -2.201 0.20
H 2.653 -4.818 -2.277 0.42
H -1.125 0.287 -1.347 0.21
```

F_max = 0.013 hartree/bohr
HOMO = -8.56 eV
charge = 0
SMILES string = Cc1cc(C)cc(OC[C@@H]2CNC(=O)O2)c1
electronic energy = -746.7653 Eh
ΔE to the lowest compared entry with this formula, charge and spin = 87.23 kJ/mol



# C3H9N2P

The molecule C3H9N2P in a non-equilibrium geometry (ωB97M-V with the def2-TZVPD basis set, the OMol25 dataset).

XYZ file:
```
15
Properties=species:S:1:pos:R:3:nbo_charge:R:1
C -2.150 1.032 -0.137 -0.46
N -1.668 -0.318 -0.029 -0.40
C -0.340 -0.374 0.255 -0.04
C 0.241 -1.702 0.243 -0.66
P 0.885 0.900 0.545 0.73
N 2.117 0.506 -0.539 -1.12
H -1.441 1.772 -0.537 0.18
H -2.610 1.484 0.695 0.20
H -2.931 0.930 -0.884 0.20
H 0.964 -1.884 1.090 0.22
H -0.540 -2.420 0.136 0.25
H 0.727 -1.560 -0.657 0.20
H 0.197 1.885 -0.296 -0.06
H 1.888 -0.299 -1.079 0.37
H 2.995 0.390 -0.046 0.39
```

F_max = 0.106 hartree/bohr
HOMO = -9.06 eV
charge = 0
SMILES string = C/N=C(/C)PN
electronic energy = -570.5008 Eh
ΔE to the lowest compared entry with this formula, charge and spin = 123.91 kJ/mol



# C28H59F2O9PS4

A cluster of 5 separate species, C28H59F2O9PS4 in total (ωB97M-V with the def2-TZVPD basis set, the OMol25 dataset).

XYZ file:
```
103
Properties=species:S:1:pos:R:3:lowdin_charge:R:1
C -3.326 2.514 -0.280 -0.10
C -3.888 1.392 0.607 -0.20
C -3.170 0.028 0.455 -0.22
O -2.058 0.067 -0.415 -0.21
C -0.804 0.289 0.211 -0.24
P 0.364 1.339 -0.780 0.86
F -0.702 1.410 -2.072 -0.30
C 1.631 0.446 -1.763 -0.24
C 1.499 0.330 -3.283 -0.23
C 2.011 1.524 -4.106 -0.43
C 1.395 2.875 -3.744 -0.09
C 1.716 1.225 -5.588 -0.08
C 1.584 1.500 0.692 -0.44
F 2.166 0.244 0.983 -0.09
C 1.170 2.092 2.036 -0.23
C 0.142 3.235 2.021 -0.11
H -2.510 3.059 0.202 0.05
H -4.114 3.242 -0.493 0.07
H -2.964 2.135 -1.235 0.06
H -3.885 1.714 1.648 0.08
H -4.940 1.255 0.337 0.10
H -3.866 -0.695 0.022 0.12
H -2.892 -0.367 1.440 0.12
H -0.304 -0.682 0.311 0.11
H -0.955 0.751 1.188 0.09
H 0.322 2.743 -0.806 0.06
H 1.671 -0.558 -1.329 0.09
H 2.601 0.905 -1.540 0.09
H 2.137 -0.513 -3.573 0.08
H 0.490 0.048 -3.593 0.11
H 3.103 1.556 -3.998 0.13
H 1.867 3.659 -4.348 0.08
H 0.331 2.872 -3.987 0.08
H 1.544 3.155 -2.699 0.05
H 2.019 2.050 -6.235 0.07
H 2.206 0.299 -5.897 0.07
H 0.639 1.066 -5.706 0.08
H 2.401 2.116 0.288 0.11
H 2.070 2.435 2.554 0.11
H 0.756 1.285 2.648 0.11
H -0.864 2.813 2.045 0.05
H 0.260 3.799 2.949 0.06
H 0.251 3.932 1.189 0.07
O 2.519 -2.417 -4.636 -0.33
S 2.396 -3.773 -5.118 0.67
O 2.811 -4.110 -6.456 -0.32
C 3.182 -4.864 -3.937 -0.23
C 2.070 -5.209 -2.951 -0.22
C 0.822 -5.475 -3.805 -0.22
C 0.715 -4.335 -4.824 -0.21
H 4.030 -4.347 -3.494 0.11
H 3.521 -5.742 -4.485 0.11
H 2.336 -6.071 -2.341 0.11
H 1.896 -4.364 -2.280 0.12
H 0.924 -6.425 -4.326 0.08
H -0.079 -5.536 -3.197 0.12
H 0.291 -4.654 -5.773 0.10
H 0.156 -3.485 -4.437 0.10
O -2.862 1.995 4.179 -0.33
S -2.117 2.982 4.922 0.65
O -0.718 2.769 5.207 -0.33
C -2.355 4.586 4.164 -0.23
C -3.586 5.153 4.861 -0.21
C -3.406 4.823 6.346 -0.21
C -2.994 3.349 6.447 -0.21
H -2.467 4.456 3.089 0.10
H -1.469 5.182 4.384 0.10
H -3.668 6.226 4.694 0.12
H -4.491 4.680 4.472 0.12
H -2.611 5.446 6.750 0.07
H -4.313 5.014 6.918 0.12
H -2.316 3.154 7.275 0.10
H -3.849 2.678 6.505 0.10
O -1.033 6.931 6.641 -0.33
S -0.059 7.401 7.600 0.67
O -0.404 8.436 8.537 -0.31
C 0.611 5.981 8.459 -0.22
C 1.791 5.546 7.596 -0.21
C 2.515 6.839 7.194 -0.21
C 1.448 7.832 6.717 -0.22
H -0.169 5.229 8.556 0.10
H 0.930 6.321 9.444 0.11
H 2.446 4.865 8.137 0.12
H 1.428 5.025 6.707 0.12
H 3.041 7.249 8.059 0.12
H 3.255 6.661 6.415 0.11
H 1.691 8.866 6.946 0.10
H 1.239 7.727 5.655 0.10
O -0.312 -8.186 -4.983 -0.33
S -0.947 -9.406 -5.421 0.67
O -2.382 -9.507 -5.450 -0.32
C -0.261 -9.868 -7.008 -0.23
C 0.946 -10.732 -6.657 -0.22
C 0.487 -11.653 -5.517 -0.21
C -0.249 -10.781 -4.493 -0.22
H -0.019 -8.964 -7.561 0.11
H -1.025 -10.438 -7.536 0.11
H 1.293 -11.296 -7.520 0.12
H 1.768 -10.099 -6.316 0.12
H -0.191 -12.412 -5.912 0.12
H 1.325 -12.172 -5.055 0.11
H -1.064 -11.301 -3.995 0.10
H 0.427 -10.359 -3.752 0.10
```

F_max = 0.018 hartree/bohr
HOMO = -8.80 eV
charge = 0
SMILES string = CCCOC[PH](F)(CCC(C)C)[C@H](F)CC.O=S1(=O)CCCC1.O=S1(=O)CCCC1.O=S1(=O)CCCC1.O=S1(=O)CCCC1
electronic energy = -3913.1991 Eh



# C7H10

The molecule C7H10 (ωB97M-V with the def2-TZVPD basis set, the OMol25 dataset).

XYZ file:
```
17
Properties=species:S:1:pos:R:3:nbo_charge:R:1
C -0.673 -1.596 0.807 -0.42
C 0.327 -0.752 1.534 -0.22
C 0.041 0.712 1.190 -0.38
C 0.183 0.353 -0.329 -0.04
C 0.723 1.226 -1.421 -0.41
C -0.694 0.745 -1.524 -0.43
C 0.535 -1.084 0.072 -0.22
H -1.623 -1.131 0.551 0.21
H -0.730 -2.653 1.049 0.22
H 0.867 -1.137 2.399 0.22
H 0.803 1.411 1.557 0.21
H -0.940 1.053 1.540 0.20
H 0.852 2.284 -1.201 0.21
H 1.437 0.827 -2.137 0.21
H -1.491 1.486 -1.441 0.21
H -0.903 0.011 -2.306 0.21
H 1.287 -1.754 -0.339 0.22
```

F_max = 0.009 hartree/bohr
HOMO = -9.34 eV
charge = 0
SMILES string = C1[C@@H]2CC3(CC3)[C@H]12
electronic energy = -272.6254 Eh
ΔE to the lowest compared entry with this formula, charge and spin = 243.02 kJ/mol



Number 1: Kohn-Sham gap 9.48 eV. Number 2: Kohn-Sham gap 9.78 eV. Number 3: Kohn-Sham gap 9.17 eV. Number 4: Kohn-Sham gap 9.82 eV. Number 5: Kohn-Sham gap 9.29 eV. Number 6: Kohn-Sham gap 10.54 eV.